1.
Formula: C23H26AsN2S2Sn
Source: OMol25
Level of theory: the ωB97M-V functional and the def2-TZVPD basis

Last column: natural (NBO) charge in e.
Atoms and positions in Å:
Sn1 0.21055 -0.11892 0.47694  0.87
As1 2.24649 -0.24050 -1.43934  0.99
S1 -0.54593 -2.00293 -0.86347  -0.26
S2 -1.28816 1.44988 -1.28461  -0.36
N1 -1.38005 3.70420 -2.58361  -0.58
N2 -2.83908 3.50971 -0.74286  -0.57
C1 -3.88599 4.46706 -1.07071  -0.22
C2 5.99230 -1.02549 0.15584  -0.19
C3 1.25265 -4.20515 -3.67306  -0.16
C4 -1.91528 5.54910 -4.13242  -0.62
C5 -3.94926 5.61887 -0.09102  -0.62
C6 1.93825 3.44784 -3.35666  -0.22
C7 4.99799 0.50635 -1.94439  -0.25
C8 0.36201 -3.69010 -2.75091  -0.22
C9 -1.87150 3.03246 -1.53897  0.38
C10 4.13396 -0.20818 -1.12692  -0.26
C11 1.88802 1.12605 -2.75244  -0.35
C12 -1.32295 5.13982 -2.80172  -0.22
C13 1.27138 0.81668 -3.95359  -0.14
C14 6.36241 0.45432 -1.70082  -0.19
C15 2.77053 -2.40685 -3.24777  -0.12
C16 1.32384 3.14192 -4.56400  -0.23
C17 6.85712 -0.30718 -0.65669  -0.18
C18 2.21190 2.44208 -2.44489  -0.21
C19 2.46432 -3.57330 -3.92443  -0.23
C20 0.98535 1.83171 -4.85724  -0.22
C21 0.66269 -2.51974 -2.05620  -0.13
C22 1.87029 -1.88290 -2.32694  -0.43
C23 4.62738 -0.97572 -0.07580  -0.23
H1 3.16221 -3.98426 -4.63513  0.23
H2 -1.80262 5.63566 -1.95868  0.21
H3 1.00547 -0.20528 -4.19162  0.23
H4 1.00518 -5.11612 -4.19359  0.23
H5 -1.80724 6.61882 -4.28190  0.23
H6 -4.12415 5.26151 0.92084  0.22
H7 7.92034 -0.34487 -0.47568  0.23
H8 6.37948 -1.62134 0.96974  0.23
H9 -3.02890 6.19577 -0.08171  0.21
H10 -0.70072 3.15939 -3.10772  0.43
H11 4.62274 1.10115 -2.76980  0.23
H12 7.04010 1.00704 -2.33357  0.23
H13 -2.96946 5.29892 -4.20134  0.21
H14 3.71976 -1.90304 -3.42856  0.22
H15 0.50736 1.59235 -5.79475  0.23
H16 -3.04473 2.87506 0.02205  0.42
H17 -4.83064 3.91293 -1.07492  0.21
H18 2.68552 2.69862 -1.49963  0.23
H19 2.21072 4.46855 -3.12744  0.23
H20 -1.40652 5.04919 -4.95351  0.21
H21 -3.72949 4.79951 -2.09610  0.21
H22 -4.76789 6.28377 -0.34912  0.23
H23 -0.26445 5.41711 -2.75210  0.21
H24 1.12600 3.92390 -5.28238  0.23
H25 -0.56565 -4.20578 -2.55675  0.23
H26 3.95652 -1.54242 0.56568  0.22

As for the HOMO-LUMO gap: 7.6003 eV. Its total energy is -115589.14149 eV. Its total charge is +1. As for the LUMO energy: -3.215 eV.


2.
Formula: C23H26BiF3N2O11S2Si
Source: OMol25
Level of theory: the ωB97M-V functional and the def2-TZVPD basis

Last column: natural (NBO) charge in e.
Atoms and positions in Å:
Bi1 -0.26752 1.05982 -1.02404  1.96
S1 -4.17448 1.46239 3.32568  2.30
S2 0.22345 0.03334 -4.17529  2.34
Si1 0.90482 -3.91899 -0.12368  1.59
F1 0.19926 -1.99687 -5.79527  -0.31
F2 -0.56436 -2.43660 -3.81498  -0.31
F3 -1.78347 -1.33294 -5.22777  -0.30
O1 -4.47781 1.96221 4.63649  -0.93
O2 -2.12980 0.47536 -0.10999  -0.90
O3 -0.79994 0.52683 -3.20868  -1.03
O4 1.43528 -0.40318 -3.52475  -0.98
O5 0.88342 1.08428 1.56367  -0.59
O6 1.61303 2.59427 -2.75565  -0.59
O7 2.05684 -0.56608 2.43160  -0.63
O8 0.37852 0.87149 -5.32830  -0.94
O9 3.43963 2.02216 -3.92012  -0.66
O10 -5.27638 1.20932 2.43317  -0.95
O11 -2.52355 -1.57857 -0.92081  -0.60
N1 -3.26524 0.09376 3.59067  -0.87
N2 2.49297 1.21755 -0.61955  -0.40
C1 0.10817 -4.81933 -1.55409  -1.11
C2 -2.60907 -0.75910 -0.03536  0.81
C3 0.42809 -0.96732 -0.73043  -0.55
C4 -1.34019 4.36007 1.29215  0.00
C5 2.90789 0.54307 0.44744  0.08
C6 -1.75331 2.70388 3.00479  -0.19
C7 -2.64740 4.19360 0.83655  -0.22
C8 4.61614 0.89473 -1.64699  -0.18
C9 3.31286 1.37610 -1.64586  0.11
C10 1.85601 0.36965 1.51419  0.80
C11 -2.52971 -0.60690 2.52186  -0.23
C12 4.20711 0.07203 0.55935  -0.21
C13 -0.54537 -1.52970 -4.78837  0.72
C14 2.75516 -4.27793 -0.01512  -1.10
C15 -0.42005 5.34000 0.61597  -0.63
C16 -3.32572 -1.05465 1.27311  -0.55
C17 -3.50179 3.28773 1.44188  -0.19
C18 2.69362 2.06095 -2.82800  0.79
C19 5.07527 0.26420 -0.50592  -0.15
C20 0.71979 -2.10731 -0.44093  -0.45
C21 0.05267 -4.27923 1.50969  -1.10
C22 -3.04701 2.56067 2.52994  -0.28
C23 -0.90229 3.59613 2.37323  -0.21
H1 3.30100 -3.66862 -0.73869  0.24
H2 0.24397 -5.29782 1.85390  0.24
H3 -0.84761 -4.34262 -1.78147  0.26
H4 5.23349 1.03047 -2.52255  0.25
H5 6.10001 -0.07376 -0.43262  0.23
H6 0.04474 4.90482 -0.27137  0.22
H7 3.16452 -4.08387 0.97981  0.22
H8 2.87044 2.21602 -4.68272  0.53
H9 -3.52085 -2.12511 1.29018  0.23
H10 0.37713 5.65292 1.28978  0.22
H11 -2.99815 4.77845 -0.00539  0.22
H12 -1.71368 0.04291 2.21269  0.22
H13 -0.96633 6.22603 0.29355  0.22
H14 -1.42843 2.12382 3.85950  0.24
H15 0.72720 -4.76096 -2.45101  0.25
H16 2.95172 -5.32630 -0.25089  0.24
H17 0.11456 3.70717 2.73087  0.22
H18 -2.09527 -1.48188 3.00223  0.21
H19 -4.51289 3.13069 1.09098  0.25
H20 2.77863 -1.15938 2.19038  0.50
H21 -3.86154 -0.53231 4.12358  0.40
H22 -1.02622 -4.15950 1.38637  0.25
H23 0.37990 -3.59019 2.29125  0.24
H24 4.56220 -0.40982 1.46159  0.22
H25 -0.07273 -5.87211 -1.32902  0.24
H26 -4.28129 -0.52991 1.24759  0.27

As for the HOMO-LUMO gap: 8.2165 eV. Its total energy is -93317.07547 eV. As for the LUMO energy: -1.216 eV.